No. 1
{
  "formula": "C26H33HgO4",
  "method": "ωB97M-V/def2-TZVPD",
  "spin_multiplicity": 1,
  "homo_lumo_gap_ha": [0.2161, 0.2227],
  "charge": -1,
  "e_homo_ev": [-4.4, -4.2],
  "energy_ha": -1464.6872,
  "elements": ["O", "C", "C", "H", "H", "C", "H", "H", "C", "H", "H", "H", "C", "H", "H", "H", "Hg", "C", "C", "C", "H", "C", "C", "H", "H", "H", "H", "C", "C", "C", "H", "C", "C", "H", "H", "H", "H", "O", "C", "C", "H", "H", "C", "H", "H", "C", "H", "H", "H", "H", "O", "C", "O", "C", "C", "C", "C", "C", "C", "H", "H", "H", "H", "H"],
  "positions_angstrom": [[0.4461, -0.2889, -4.7058], [0.3334, 1.0027, -5.5004], [0.1221, 0.3527, -6.8446], [1.2864, 1.5210, -5.2629], [-0.5435, 1.6584, -5.2752], [0.2223, -0.9291, -6.0214], [0.9922, 0.5404, -7.4728], [-0.8817, 0.5081, -7.2697], [1.4959, -1.6643, -6.3862], [2.3406, -0.9618, -6.2440], [1.4132, -2.0022, -7.4324], [1.6569, -2.5021, -5.7045], [-1.0613, -1.7566, -6.0256], [-1.9310, -1.1729, -5.6725], [-0.9471, -2.6330, -5.3760], [-1.2754, -2.1034, -7.0484], [2.3770, 0.2510, 0.8586], [-2.9523, -1.3814, 3.0728], [-2.3221, -0.1183, 3.3076], [-2.1904, 0.5528, 2.0597], [-1.9528, 0.2434, 4.2619], [-2.8767, -0.2067, 1.0661], [-3.3199, -1.4293, 1.6859], [-3.8252, -2.2467, 1.1765], [-3.0864, -2.1667, 3.8222], [-1.5816, 1.4559, 1.8835], [-3.0012, 0.0757, 0.0210], [1.0450, -2.6025, 3.2386], [-0.0299, -3.1049, 2.4302], [0.3308, -2.9428, 1.0664], [-0.9340, -3.6044, 2.8200], [1.7128, -2.4445, 1.0140], [2.1357, -2.2448, 2.3918], [3.1625, -2.0553, 2.7338], [0.9668, -2.4495, 4.3180], [-0.3043, -3.2826, 0.2333], [2.4083, -2.5474, 0.1574], [-0.9964, 0.6622, -0.9462], [-0.9939, -0.4475, -1.9387], [-1.7839, 0.2901, -3.0191], [-1.5046, -1.3379, -1.5390], [0.0445, -0.7120, -2.3025], [-0.8271, 1.5437, -3.1092], [-2.7389, 0.6378, -2.5561], [-1.9764, -0.2456, -3.9721], [-0.4286, 1.8180, -1.6791], [-1.1505, 2.3817, -3.7318], [0.1343, 1.1980, -3.5113], [-0.7729, 2.7967, -1.2837], [0.6902, 1.8013, -1.6483], [0.2846, -0.0232, 4.3556], [0.8578, 1.0717, 4.1635], [1.1079, 1.7004, 3.0799], [1.3298, 1.7868, 5.4385], [1.9879, 3.0116, 5.2757], [2.4585, 3.7614, 6.3627], [2.2636, 3.3398, 7.6828], [1.5980, 2.1205, 7.8726], [1.1420, 1.3595, 6.7799], [2.1866, 3.3808, 4.2695], [2.9469, 4.7167, 6.2007], [2.6404, 3.8987, 8.5496], [1.3985, 1.7779, 8.8874], [0.6703, 0.3908, 6.9420]],
  "atomic_forces_ev_per_a": [[-1.0, 1.2, -3.0], [0.0, 0.9, 1.2], [0.4, -0.2, 0.8], [-0.7, 0.1, -0.7], [1.0, -0.9, 0.1], [0.2, -1.2, -0.1], [-0.5, -0.2, -0.6], [0.7, 0.2, -0.1], [-0.1, -0.2, 0.1], [-0.4, -0.4, -0.3], [0.3, 0.0, 0.4], [0.0, -0.1, -0.2], [0.2, -0.2, 0.0], [0.5, -0.2, -0.2], [-0.1, 0.1, -0.1], [0.1, 0.1, 0.3], [-0.3, 0.4, 0.0], [-0.5, 0.1, -1.1], [-0.2, -1.5, 0.1], [-0.9, -0.1, -2.8], [-0.1, -0.1, -0.3], [1.5, 1.9, 1.4], [0.4, -0.2, 2.4], [0.1, 0.1, 0.2], [-0.1, 0.4, -0.4], [-0.6, -0.6, 0.2], [0.2, -0.2, 0.5], [2.1, 0.8, -0.7], [0.2, 0.3, -2.0], [0.1, -0.4, 0.9], [0.6, 0.6, -0.4], [-1.0, -1.3, 0.3], [-1.3, -1.1, 1.7], [-0.7, 0.3, -0.3], [0.3, -0.2, -0.5], [0.6, 0.4, 0.4], [-0.7, 0.2, 0.6], [1.6, 0.0, -0.8], [-0.3, 1.2, 0.3], [0.4, 1.0, -0.3], [0.3, 0.6, 0.3], [-1.0, 0.3, 0.6], [0.3, -0.8, -0.4], [0.5, -0.5, -0.5], [0.3, 0.5, 0.7], [-0.2, -0.6, 0.8], [-0.3, 0.1, 0.6], [-1.0, 0.3, 0.2], [-0.1, -0.9, 0.2], [-0.8, 0.0, 0.5], [0.3, 0.5, -0.3], [0.1, 0.2, -0.4], [-0.4, -1.2, 1.0], [0.5, 1.0, 1.0], [0.5, 0.4, 0.4], [-0.3, -0.1, 0.4], [-0.2, -0.6, -0.4], [-0.2, 0.0, -0.4], [0.2, 0.1, -0.6], [-0.3, -0.2, 0.2], [0.1, -0.1, -0.2], [-0.2, -0.1, -0.5], [0.1, -0.1, -0.2], [0.0, 0.3, 0.0]],
  "nbo_charge": [-0.571, -0.079, -0.489, 0.198, 0.200, 0.275, 0.214, 0.211, -0.619, 0.216, 0.203, 0.217, -0.628, 0.216, 0.220, 0.208, 0.159, -0.402, -0.028, -0.274, 0.236, -0.261, -0.141, 0.190, 0.205, 0.240, 0.214, -0.201, -0.157, -0.370, 0.211, -0.164, -0.361, 0.219, 0.232, 0.205, 0.215, -0.538, -0.088, -0.420, 0.201, 0.193, -0.444, 0.207, 0.199, -0.076, 0.192, 0.223, 0.188, 0.173, -0.745, 0.750, -0.798, -0.134, -0.179, -0.239, -0.238, -0.243, -0.187, 0.238, 0.193, 0.198, 0.195, 0.222]
}



No. 2
{
  "formula": "C4H9O4P",
  "method": "ωB97M-V/def2-TZVPD",
  "spin_multiplicity": 1,
  "homo_lumo_gap_ha": 0.3963,
  "smiles": "CO[P@@]1(=O)OCC[C@@H]1O",
  "e_homo_ev": -10.1,
  "energy_ha": -800.1098,
  "elements": ["C", "O", "P", "O", "O", "C", "C", "C", "O", "H", "H", "H", "H", "H", "H", "H", "H", "H"],
  "positions_angstrom": [[-2.5789, -0.9965, -0.0207], [-1.7746, 0.0461, -0.6277], [-0.7474, 0.9365, 0.2339], [-1.2722, 2.0734, 0.9876], [0.0290, -0.6023, 1.3030], [1.3308, -0.8644, 0.9069], [1.6283, -0.2539, -0.5856], [0.8867, 1.0810, -0.7808], [1.5436, 2.2407, -0.2923], [-3.4800, -0.7663, 0.5129], [-1.8741, -1.5450, 0.5474], [-2.9086, -1.7158, -0.9015], [1.6229, -1.8701, 0.7164], [1.9698, -0.4546, 1.6359], [2.7798, -0.1444, -0.7237], [1.3062, -0.9889, -1.2871], [0.6304, 1.1170, -1.9469], [0.9086, 2.7075, 0.3224]],
  "atomic_forces_ev_per_a": [[0.1, -2.2, -3.0], [0.0, 1.1, 0.6], [1.8, -4.5, 0.4], [0.5, -0.1, -0.1], [-2.1, 2.4, -1.7], [0.2, 1.8, -2.7], [1.7, 0.9, 2.4], [-1.3, -0.4, -1.6], [-1.1, -0.1, 0.6], [-0.1, 1.0, 0.3], [0.2, -0.7, 1.0], [0.7, 1.7, 1.6], [-0.5, -1.4, 0.5], [1.2, 0.6, 0.8], [-2.0, 0.1, 0.2], [-0.5, -0.3, -0.7], [0.3, 0.5, 2.4], [1.1, -0.5, -0.9]],
  "nbo_charge": [-0.258, -0.816, 2.209, -1.029, -0.783, -0.048, -0.460, -0.200, -0.712, 0.199, 0.219, 0.190, 0.168, 0.162, 0.236, 0.213, 0.215, 0.495]
}



> Which formula does entry 2 have?

C4H9O4P